# 1
A 24-piece molecular cluster, C48H144O48 overall in a non-equilibrium geometry, computed with ωB97M-V/def2-TZVPD.

Each line ends with the Löwdin charge.
Atoms and positions in Å:
C: -24.234 0.452 35.133  -0.1972
C: -23.527 0.459 33.772  -0.2185
O: -22.633 -0.610 33.776  -0.0660
O: -23.349 0.677 36.252  -0.0737
H: -24.686 -0.531 35.269  0.1122
H: -25.031 1.193 35.195  0.1127
H: -23.128 1.407 33.408  0.1147
H: -24.245 0.155 33.011  0.1135
H: -23.017 -1.281 33.208  0.0246
H: -23.924 0.538 37.008  0.0549
C: -16.919 -3.501 34.554  -0.2517
C: -16.253 -2.250 34.782  -0.2011
O: -15.803 -1.489 33.594  -0.0652
O: -18.178 -3.377 33.916  -0.0976
H: -17.204 -4.083 35.431  0.1205
H: -16.447 -4.112 33.783  0.1328
H: -15.316 -2.321 35.336  0.1283
H: -16.971 -1.640 35.330  0.1156
H: -16.543 -1.280 33.019  0.0209
H: -18.816 -2.814 34.362  0.0436
C: -24.321 5.620 34.314  -0.2464
C: -24.971 5.879 32.937  -0.2119
O: -25.285 7.268 32.639  -0.0728
O: -22.934 5.601 34.141  -0.0751
H: -24.761 4.796 34.875  0.1140
H: -24.492 6.511 34.917  0.1124
H: -25.899 5.308 32.899  0.1069
H: -24.244 5.486 32.226  0.0907
H: -26.073 7.265 32.091  0.0701
H: -22.597 4.808 34.564  0.0152
C: -23.655 -5.647 40.191  -0.1870
C: -23.772 -4.074 40.090  -0.1721
O: -23.374 -3.565 38.754  -0.0833
O: -22.244 -6.003 40.167  -0.0997
H: -24.048 -6.161 39.313  0.1018
H: -24.145 -6.122 41.041  0.1133
H: -23.214 -3.714 40.955  0.1093
H: -24.774 -3.688 40.277  0.1017
H: -22.448 -3.801 38.659  0.0572
H: -21.870 -5.995 39.283  0.0152
C: -21.486 -0.081 28.999  -0.1251
C: -22.023 -1.418 28.467  -0.2399
O: -22.674 -2.113 29.453  -0.0880
O: -21.273 -0.227 30.478  -0.0878
H: -22.130 0.796 28.923  0.1028
H: -20.547 0.053 28.461  0.1187
H: -21.183 -2.112 28.416  0.1083
H: -22.359 -1.371 27.431  0.1196
H: -22.659 -1.630 30.283  0.0747
H: -21.133 0.657 30.826  0.0456
C: -24.495 -6.956 28.003  -0.2053
C: -23.703 -5.623 27.888  -0.2441
O: -23.970 -4.786 29.000  -0.0765
O: -23.743 -7.849 27.199  -0.0685
H: -25.420 -6.653 27.511  0.1117
H: -24.701 -7.233 29.037  0.1260
H: -23.934 -5.107 26.956  0.1080
H: -22.628 -5.795 27.828  0.1011
H: -23.340 -4.075 29.139  0.0424
H: -23.510 -7.448 26.359  0.0838
C: -27.844 -5.206 36.357  -0.2316
C: -27.539 -4.281 35.185  -0.2126
O: -28.690 -3.743 34.518  -0.0757
O: -26.801 -6.069 36.833  -0.0617
H: -28.691 -5.806 36.026  0.1247
H: -28.123 -4.637 37.244  0.1112
H: -27.056 -4.879 34.412  0.1099
H: -26.812 -3.490 35.368  0.1168
H: -28.905 -2.863 34.836  0.0566
H: -26.590 -6.723 36.162  0.0809
C: -21.680 3.990 36.647  -0.1816
C: -20.200 3.844 36.348  -0.2182
O: -19.815 2.466 36.293  -0.0772
O: -22.477 3.454 35.562  -0.0917
H: -21.838 5.068 36.676  0.1213
H: -21.946 3.480 37.573  0.1148
H: -19.612 4.329 37.127  0.1181
H: -19.823 4.369 35.471  0.1118
H: -19.784 2.033 37.149  0.0394
H: -22.494 2.508 35.726  0.0574
C: -26.593 -1.013 38.137  -0.2274
C: -26.975 0.502 38.016  -0.1422
O: -26.918 0.954 39.416  -0.0946
O: -25.183 -1.184 38.170  -0.0849
H: -26.755 -1.511 37.182  0.1007
H: -27.034 -1.497 39.009  0.1248
H: -27.991 0.417 37.630  0.0934
H: -26.239 1.034 37.414  0.1066
H: -26.139 0.619 39.865  0.0631
H: -24.921 -1.957 38.676  0.0460
C: -30.317 -1.449 37.287  -0.1856
C: -30.769 -2.922 36.964  -0.2393
O: -31.843 -2.942 36.103  -0.0525
O: -29.438 -0.931 36.286  -0.0911
H: -29.792 -1.414 38.241  0.1078
H: -31.104 -0.702 37.388  0.1245
H: -31.162 -3.318 37.900  0.1152
H: -30.028 -3.615 36.568  0.0918
H: -32.589 -2.463 36.469  0.0927
H: -29.968 -0.174 36.024  0.0199
C: -20.266 -1.146 36.488  -0.1337
C: -19.427 -2.002 37.476  -0.2599
O: -18.268 -1.418 37.883  -0.0691
O: -20.133 -1.615 35.104  -0.0803
H: -19.934 -0.119 36.639  0.1030
H: -21.326 -1.105 36.741  0.1104
H: -18.972 -2.898 37.055  0.1120
H: -20.049 -2.167 38.356  0.1095
H: -17.895 -1.940 38.597  0.1002
H: -20.993 -1.589 34.677  0.0529
C: -24.691 1.791 29.997  -0.2721
C: -25.530 2.899 30.540  -0.2199
O: -26.826 2.694 30.011  -0.0516
O: -25.314 0.555 29.951  -0.0560
H: -23.730 1.632 30.486  0.1086
H: -24.432 2.011 28.962  0.1060
H: -25.289 3.955 30.418  0.1122
H: -25.522 2.745 31.619  0.1132
H: -27.181 1.888 30.394  0.0566
H: -24.760 -0.111 29.537  0.0630
C: -24.744 5.459 39.674  -0.2471
C: -24.037 4.375 40.427  -0.3136
O: -24.646 3.162 40.486  -0.0356
O: -26.008 5.769 40.276  -0.0452
H: -24.881 5.127 38.645  0.1189
H: -24.019 6.265 39.552  0.1192
H: -23.942 4.812 41.422  0.1261
H: -23.007 4.449 40.077  0.1233
H: -25.529 3.300 40.836  0.1089
H: -26.556 6.198 39.615  0.0864
C: -22.425 -6.262 36.523  -0.2174
C: -21.959 -7.164 35.440  -0.2964
O: -21.819 -8.502 35.714  -0.0152
O: -21.441 -5.999 37.528  -0.0696
H: -23.456 -6.492 36.793  0.1283
H: -22.625 -5.300 36.052  0.1195
H: -20.999 -6.758 35.121  0.1164
H: -22.605 -6.970 34.584  0.1221
H: -21.370 -8.664 36.547  0.0981
H: -20.566 -5.976 37.133  0.1036
C: -28.703 -1.895 31.023  -0.2435
C: -28.461 -0.776 30.026  -0.2154
O: -28.958 -1.050 28.709  -0.0563
O: -28.229 -1.769 32.339  -0.0770
H: -28.334 -2.838 30.619  0.1161
H: -29.778 -2.015 31.162  0.1151
H: -27.379 -0.845 29.910  0.0829
H: -28.488 0.280 30.292  0.1184
H: -28.635 -1.872 28.332  0.0804
H: -28.500 -2.499 32.900  0.0415
C: -21.278 -5.480 31.658  -0.1549
C: -20.937 -5.926 30.205  -0.2127
O: -19.551 -6.237 30.239  -0.0529
O: -22.721 -5.487 31.783  -0.1225
H: -21.091 -4.407 31.677  0.1167
H: -20.742 -5.993 32.457  0.1270
H: -21.127 -5.163 29.450  0.1096
H: -21.583 -6.786 30.029  0.1222
H: -19.150 -5.365 30.217  0.0532
H: -22.890 -6.428 31.871  0.0988
C: -19.432 2.690 32.911  -0.1827
C: -18.142 2.825 32.117  -0.1755
O: -17.901 3.991 31.216  -0.0947
O: -20.677 2.366 32.217  -0.0932
H: -19.768 3.667 33.260  0.1075
H: -19.348 2.038 33.781  0.1161
H: -17.964 2.003 31.423  0.1032
H: -17.332 2.897 32.843  0.1189
H: -17.876 4.789 31.750  0.0655
H: -20.885 3.020 31.546  0.0366
C: -18.452 -2.395 30.272  -0.2079
C: -17.770 -1.110 30.825  -0.2488
O: -18.239 -0.688 32.040  -0.0525
O: -18.160 -3.504 31.085  -0.0802
H: -18.020 -2.703 29.320  0.1206
H: -19.535 -2.322 30.171  0.0946
H: -17.765 -0.323 30.072  0.1146
H: -16.720 -1.347 30.996  0.1227
H: -19.177 -0.485 32.049  0.0921
H: -17.945 -3.287 31.995  0.0412
C: -31.271 1.007 34.205  -0.2898
C: -30.004 1.774 34.426  -0.1877
O: -29.918 2.173 35.823  -0.0883
O: -31.415 0.406 32.981  -0.0349
H: -32.186 1.596 34.264  0.1320
H: -31.388 0.151 34.870  0.1093
H: -29.714 2.644 33.837  0.1291
H: -29.230 1.013 34.330  0.1157
H: -30.403 2.934 36.152  0.0871
H: -30.898 -0.402 32.935  0.0830
C: -22.247 5.219 28.058  -0.2462
C: -22.422 5.295 29.598  -0.2010
O: -21.780 4.144 30.097  -0.0670
O: -22.807 4.046 27.580  -0.0662
H: -21.211 5.160 27.726  0.1249
H: -22.590 6.093 27.505  0.1239
H: -23.386 5.446 30.083  0.1007
H: -21.878 6.203 29.862  0.1163
H: -21.509 3.738 29.271  0.0701
H: -23.407 4.182 26.843  0.0987
C: -25.750 -3.899 31.881  -0.2315
C: -24.903 -2.972 32.804  -0.1553
O: -23.541 -2.700 32.383  -0.0733
O: -25.360 -5.228 32.006  -0.0632
H: -25.890 -3.719 30.815  0.1136
H: -26.779 -3.800 32.225  0.0884
H: -24.773 -3.508 33.744  0.1198
H: -25.511 -2.090 33.004  0.1120
H: -23.354 -3.593 32.086  0.0496
H: -24.401 -5.237 32.053  0.0136
C: -22.353 1.931 42.201  -0.1926
C: -21.558 1.080 43.265  -0.2141
O: -22.360 0.829 44.419  -0.0730
O: -22.302 1.452 40.843  -0.0975
H: -21.785 2.841 42.011  0.1038
H: -23.289 2.232 42.672  0.1181
H: -20.689 1.614 43.647  0.1109
H: -21.211 0.197 42.728  0.1114
H: -22.596 -0.083 44.601  0.0842
H: -23.106 1.655 40.359  0.0630
C: -25.331 -2.145 27.080  -0.2836
C: -25.705 -0.927 26.450  -0.2741
O: -24.580 -0.104 26.192  -0.0420
O: -25.452 -2.075 28.483  -0.0466
H: -24.312 -2.392 26.783  0.1198
H: -25.993 -2.857 26.587  0.1271
H: -26.561 -0.641 27.062  0.1331
H: -26.073 -1.007 25.427  0.1273
H: -24.823 0.724 26.614  0.0787
H: -24.600 -2.300 28.863  0.0336
C: -19.236 1.000 40.082  -0.2922
C: -17.766 1.269 40.029  -0.2532
O: -17.549 2.604 40.367  -0.0444
O: -19.944 1.818 39.229  -0.0412
H: -19.546 1.272 41.091  0.1027
H: -19.383 -0.079 40.132  0.1150
H: -17.394 1.015 39.037  0.1250
H: -17.399 0.607 40.814  0.1194
H: -18.252 2.957 40.917  0.0827
H: -20.837 1.961 39.552  0.0634

## Properties
E_LUMO, eV: 0.09
Total energy, Ha: -5526.0697
Highest occupied orbital energy, eV: -9.5623



# 2
C48H28BrMnN10S5 as an isolated structure in a non-equilibrium geometry, computed with ωB97M-V/def2-TZVPD.

Each line ends with the Löwdin charge.
Atoms and positions in Å:
Mn: 0.351 -0.156 -0.638  0.8561
C: -0.035 -6.700 0.048  -0.0919
C: 1.320 -6.624 0.388  -0.0852
C: 1.989 -5.415 0.400  -0.0104
C: 1.279 -4.269 0.063  -0.0908
C: 1.673 -2.871 0.023  -0.2841
N: 0.540 -2.145 -0.331  0.0446
C: -0.472 -2.967 -0.555  -0.2009
N: -1.625 -2.452 -1.087  -0.0482
C: -2.329 -0.328 -1.838  -0.1558
C: -3.709 -0.126 -1.887  -0.1287
C: -4.980 -0.762 -1.968  -0.0578
C: -6.077 -0.323 -1.281  -0.0929
C: -6.207 0.638 -0.174  -0.0990
C: -5.266 1.160 0.638  -0.0503
C: -3.846 0.770 0.370  -0.2784
C: -2.561 1.236 1.038  -0.2039
N: -2.351 1.683 2.222  0.2155
C: -1.021 1.902 2.579  -0.2432
N: 0.040 1.443 1.961  0.1820
C: 1.171 1.984 2.557  -0.2747
N: 2.409 1.789 2.200  0.2246
C: 2.852 0.879 1.310  -0.2806
N: 2.180 -0.140 0.697  0.1100
C: 3.118 -1.084 0.346  -0.3291
N: 2.874 -2.387 0.175  0.2128
C: 4.448 -0.562 0.549  -0.1098
C: 5.725 -1.054 0.274  -0.0256
C: 6.805 -0.261 0.596  -0.0996
C: 6.632 0.999 1.197  -0.0963
C: 5.376 1.483 1.491  -0.0243
C: 4.277 0.693 1.152  -0.1172
C: 0.740 2.857 3.660  -0.1043
C: 1.432 3.611 4.592  -0.0152
C: 0.692 4.282 5.556  -0.0890
C: -0.701 4.195 5.595  -0.0938
C: -1.397 3.440 4.663  -0.0242
C: -0.659 2.779 3.698  -0.1131
N: -1.542 0.968 0.102  0.0296
C: -0.089 -4.341 -0.267  -0.0812
C: -0.752 -5.565 -0.283  -0.0270
H: -0.530 -7.662 0.046  0.0966
H: 1.851 -7.532 0.645  0.0978
H: 3.037 -5.347 0.657  0.1143
H: -5.113 -1.599 -2.645  0.1066
H: -7.018 -0.799 -1.534  0.0823
H: -7.235 0.905 0.049  0.0926
H: -5.530 1.830 1.446  0.1091
H: 5.854 -2.022 -0.190  0.1066
H: 7.807 -0.605 0.376  0.0917
H: 7.505 1.596 1.426  0.0931
H: 5.234 2.451 1.952  0.1060
H: 2.512 3.670 4.560  0.1125
H: 1.204 4.883 6.297  0.0957
H: -1.244 4.726 6.367  0.0946
H: -2.476 3.368 4.683  0.1076
H: -1.797 -5.643 -0.550  0.0986
Br: 4.661 5.767 0.153  0.6791
C: 3.267 4.551 -0.285  -0.7044
C: 2.020 4.710 0.288  -0.1350
C: 1.019 3.797 0.006  -0.0418
C: 1.249 2.725 -0.868  -0.2863
C: 2.518 2.609 -1.456  -0.0382
C: 3.523 3.506 -1.159  -0.1298
N: 0.297 1.753 -1.156  -0.0704
C: -1.029 2.009 -0.835  -0.2094
C: -2.091 1.052 -1.249  -0.2053
C: -3.594 1.142 -1.120  -0.1044
C: -3.832 -0.707 0.830  0.0190
C: -3.607 -2.015 0.411  -0.0700
C: -2.816 -2.787 -0.424  -0.0402
N: -1.367 -1.187 -1.570  0.0338
H: 1.836 5.518 0.982  0.0996
H: 0.071 3.898 0.515  0.1005
H: 2.702 1.781 -2.126  0.0531
H: 4.504 3.387 -1.598  0.1026
H: -1.391 3.019 -0.645  0.1652
H: -4.147 2.028 -1.430  0.1613
H: -4.315 -0.697 1.803  0.1138
H: -4.211 -2.691 1.017  0.1095
H: -2.989 -3.852 -0.397  0.0943
C: -1.355 -3.913 -4.078  -0.4093
S: 0.308 -3.230 -4.268  0.8295
C: -0.078 -1.535 -4.500  -1.0057
C: 0.522 -0.522 -3.848  -1.0965
S: 1.770 -0.635 -2.648  0.6590
S: -0.050 1.078 -4.287  0.9170
C: -1.234 0.612 -5.451  -1.5051
S: -2.208 1.665 -6.263  0.4901
S: -1.286 -1.100 -5.685  0.9040
H: -1.220 -4.939 -3.743  0.0282
H: -1.907 -3.919 -5.015  0.0201
H: -1.906 -3.360 -3.319  0.0177

## Properties
E_LUMO (spin up / spin down), eV: 0.38 / 0.38
Total energy, Ha: -8109.3548
Charge: -1
Highest occupied orbital energy (spin up / spin down), eV: -3.7914 / -3.8855
<S²>: 8.97
2S+1: 6



# 3
C48H28Cl2InN8O2 as an isolated structure in a non-equilibrium geometry, computed with ωB97M-V/def2-TZVPD.

Each line ends with the Löwdin charge.
Atoms and positions in Å:
In: -0.388 -1.868 0.235  1.0201
C: -4.995 1.103 4.051  -0.0405
C: -4.002 0.912 5.084  -0.0726
C: -2.729 0.501 4.768  -0.0259
C: -2.428 0.255 3.458  -0.1359
C: -1.153 -0.083 2.838  -0.2666
N: -1.249 0.104 1.338  0.0194
C: -2.786 0.232 1.152  -0.2266
N: -3.373 0.100 0.082  0.2276
C: -2.882 -0.385 -1.088  -0.3042
C: -3.519 -0.216 -2.336  -0.1065
C: -4.706 0.498 -2.765  -0.0565
C: -5.122 0.353 -4.068  -0.1113
C: -4.228 -0.292 -5.049  -0.1230
C: -3.035 -0.765 -4.686  -0.0607
C: -2.666 -0.836 -3.314  -0.1114
C: -1.546 -1.378 -2.627  -0.2836
N: -0.379 -1.698 -3.271  0.1768
C: 0.723 -2.054 -2.643  -0.3005
N: 1.049 -1.950 -1.306  0.0367
C: 2.422 -2.131 -1.066  -0.3025
N: 3.048 -1.845 -0.007  0.1868
C: 2.487 -1.489 1.226  -0.2314
N: 1.157 -1.377 1.580  0.0529
C: 1.028 -0.814 2.732  -0.3275
N: -0.137 -0.486 3.457  0.2399
C: 2.290 -0.789 3.379  -0.1003
C: 2.834 -0.245 4.573  -0.0494
C: 4.201 -0.218 4.807  -0.1266
C: 5.118 -0.486 3.781  -0.1108
C: 4.607 -1.038 2.619  -0.0589
C: 3.263 -1.149 2.367  -0.1321
C: 2.992 -2.329 -2.422  -0.1319
C: 4.270 -2.614 -2.810  0.0024
C: 4.455 -2.895 -4.232  -0.0607
C: 3.396 -2.759 -5.163  -0.0795
C: 2.135 -2.374 -4.698  -0.0294
C: 1.988 -2.256 -3.366  -0.1481
N: -1.778 -1.169 -1.294  0.0642
C: -3.346 0.486 2.468  -0.1379
C: -4.622 0.944 2.681  0.0103
H: -5.951 1.429 4.440  0.0870
H: -4.233 1.006 6.136  0.0926
H: -2.061 0.351 5.591  0.1131
H: -5.249 1.205 -2.115  0.1002
H: -5.979 1.049 -4.450  0.1150
H: -4.731 -0.367 -5.999  0.0800
H: -2.282 -1.021 -5.406  0.1002
H: 2.023 0.059 5.264  0.1061
H: 4.451 0.202 5.821  0.1030
H: 6.166 -0.299 3.907  0.0838
H: 5.297 -1.138 1.745  0.1176
H: 5.006 -2.624 -2.026  0.1044
H: 5.442 -3.236 -4.535  0.0837
H: 3.597 -2.949 -6.241  0.1051
H: 1.326 -2.093 -5.337  0.1088
H: -5.405 1.216 1.982  0.1150
Cl: -1.952 -6.538 2.110  0.5822
C: -2.262 -4.855 2.604  -0.9939
Cl: -1.545 -4.685 4.203  0.6063
C: -1.630 -3.856 1.648  -0.7506
O: -0.792 -4.278 0.796  -0.0516
O: -2.041 -2.666 1.709  -0.0239
H: -3.349 -4.766 2.710  0.0734
C: 4.507 4.232 -1.443  -0.1063
C: 3.208 4.727 -1.584  -0.0883
C: 2.141 3.854 -1.791  -0.0428
C: 2.296 2.459 -1.923  -0.2072
C: 3.650 2.012 -1.890  -0.0285
C: 4.718 2.883 -1.633  -0.1001
C: 1.173 1.489 -1.995  0.0113
C: 0.045 1.669 -1.246  0.0890
C: -0.885 1.916 -0.370  -0.1845
C: -1.974 2.853 -0.706  -0.0148
C: -2.535 3.670 0.244  -0.0802
C: -2.066 3.599 1.592  -0.0846
C: -1.225 2.604 1.969  -0.0028
C: -0.687 1.468 1.070  -0.1958
H: 5.278 4.886 -1.112  0.0867
H: 3.002 5.755 -1.374  0.0891
H: 1.134 4.268 -1.847  0.1102
H: 3.808 0.889 -1.954  0.1258
H: 5.701 2.423 -1.456  0.1053
H: 1.269 0.509 -2.479  0.1017
H: -2.405 2.906 -1.680  0.1053
H: -3.294 4.341 0.000  0.0770
H: -2.510 4.252 2.300  0.0919
H: -0.986 2.430 3.087  0.1412
H: 0.399 1.260 1.203  0.1599

## Properties
E_LUMO, eV: 1.65
Total energy, Ha: -3545.0413
Charge: -1
Highest occupied orbital energy, eV: -3.5205